1.
Below is a molecular structure, C15H30O2 in a non-equilibrium geometry, with properties calculated with wB97M-V/def2-TZVPD.

Output
LUMO energy (eV): 0.568
Total energy (a.u.): -739.417895
Frontier orbital gap (Eh): 0.3677
Spin multiplicity: 1

```
47
C15H30O2, DFT wB97M-V/def2-TZVPD
O -2.3016 -6.5825 3.9772
O -2.7607 -4.3869 3.3466
C -0.2167 1.4670 -1.8575
C 2.0789 -1.8985 2.7828
C -1.8271 -5.3872 3.4497
C 0.2038 -0.5784 1.4222
C -0.2962 5.9111 -3.4033
C -1.2231 4.6650 -2.9458
C -1.0378 3.3993 -3.8012
C -0.3383 -0.1684 0.0636
C 0.3513 1.0446 -0.5104
C -0.1684 -3.7521 2.9947
C -0.2848 -5.0712 3.5415
C 1.6111 -3.4026 2.8825
C 0.2185 2.7842 -3.9120
C 0.6407 2.2849 -2.6908
C 1.3758 -1.4545 1.4147
H 0.8552 3.4551 -1.7038
H -0.6829 -1.0141 2.0563
H -0.3746 0.5806 -2.5446
H -3.1606 -6.6258 4.0209
H 0.1595 -5.8913 2.7807
H 0.2786 2.1273 -4.5254
H -0.3738 -2.7809 3.9377
H -0.5290 -1.0418 -0.5955
H 1.9762 -4.0029 2.2569
H 0.0903 -5.2591 4.5276
H 1.0144 3.5478 -4.3650
H 1.8115 1.8478 -2.8037
H -2.2786 5.2477 -3.1159
H -1.1269 4.5787 -2.0384
H 2.3770 -0.8232 1.0274
H 0.3065 0.3257 2.1978
H -1.2503 0.3213 0.3140
H 2.9980 -1.9963 2.8568
H 1.3533 0.4106 -0.8493
H 1.9640 -3.6110 4.0335
H -0.3550 6.8497 -3.0180
H 1.0683 -2.2643 0.6710
H 1.7234 -1.4828 3.4217
H 0.6483 5.5579 -3.3249
H -0.9005 1.8738 -1.5037
H -0.4830 -3.4264 2.0644
H -1.9942 2.8426 -3.3998
H -1.3654 4.0592 -4.8142
H -0.5166 5.9953 -4.4758
H 0.7416 1.7250 0.1572
```

These are the natural (NBO) partial charges, in e, on atoms 1 to 6: O -0.6661; O -0.6193; C -0.4176; C -0.3288; C 0.7690; C -0.4133

---

2.
Below is a molecular structure, C15H30O4S in a non-equilibrium geometry, with properties calculated with wB97M-V/def2-TZVPD.

Output
LUMO energy (eV): 0.420
Total energy (a.u.): -1288.161192
Frontier orbital gap (Eh): 0.3494
Spin multiplicity: 1

```
50
C15H30O4S, DFT wB97M-V/def2-TZVPD
S -1.8548 -0.2524 0.5762
O -1.9858 -0.0619 -0.8807
O -4.8732 1.1479 -1.5498
O -4.8627 -0.5875 -0.0348
O -0.5183 0.0436 1.0578
C -4.5797 0.4696 -0.5423
C 2.8646 -1.5925 0.2693
C 0.1024 3.5554 0.2203
C -2.1078 -2.1649 0.6503
C 2.4042 -0.5694 -0.9042
C 0.7482 -2.8201 0.3509
C 3.5008 1.6056 0.1014
C -2.8965 0.8394 1.3995
C 2.2615 -2.8189 -0.0747
C -1.7232 -2.7461 -0.4827
C -3.9540 1.5139 0.6326
C 3.3946 0.5607 -1.2603
C -0.1097 -2.6464 -0.7349
C 2.2598 2.2705 0.5880
C 1.5430 3.0563 -0.4087
H -2.3012 -2.6538 -1.1509
H -0.3256 4.0323 -0.5582
H 2.7913 -3.5621 0.7386
H 4.0051 2.4380 -0.0767
H 4.0576 -1.6043 -0.2031
H 2.2290 2.6235 1.5492
H -3.5282 -0.1722 2.0717
H 1.2870 2.3888 -1.2748
H -1.6259 -2.1209 1.7459
H 0.5274 -3.8430 0.7586
H 0.1299 -3.1570 -1.5991
H -1.7399 -3.9326 -0.0493
H 2.9043 1.4563 -1.8624
H -2.3873 1.5673 2.0586
H 2.3720 -3.3864 -0.9773
H -0.1058 -1.3776 -1.0613
H 0.2195 4.2273 0.9424
H 2.1799 3.8552 -0.6723
H -4.7349 2.1357 0.8149
H -5.2735 0.4202 -2.0517
H 0.6749 -2.0386 1.2254
H 2.8389 -0.8357 1.1317
H 1.3344 1.4171 0.8105
H 2.4125 -0.9746 -1.6542
H -3.2959 2.2346 -0.0734
H 4.4626 0.3221 -1.1854
H 3.7716 1.1542 1.1835
H -3.2202 -2.0772 0.7183
H 1.4371 -0.1042 -0.6854
H -0.7099 2.7646 0.4130
```

These are the natural (NBO) partial charges, in e, on atoms 1 to 6: S 2.0677; O -1.0053; O -0.6064; O -0.6405; O -0.9737; C 0.8500

---

3.
Below is a molecular structure, C15H31BBrI2N2O6P2 in a non-equilibrium geometry, with properties calculated with wB97M-V/def2-TZVPD.

Output
LUMO energy (eV): 2.010
Charge: -1
Total energy (a.u.): -5028.216345
Frontier orbital gap (Eh): 0.2477
Spin multiplicity: 1

```
60
C15H31BBrI2N2O6P2, DFT wB97M-V/def2-TZVPD
I 0.1912 -3.4146 3.3130
I -2.9779 -2.3720 4.3750
Br -2.9333 1.3148 -2.5620
P 1.9843 -0.7754 2.2047
P -1.3621 -2.6387 -0.0535
O -0.5483 -4.0841 -0.0171
O 2.0761 2.3701 -2.2789
O 0.0064 0.6081 1.4450
O 2.7305 0.5383 1.6932
O 1.8558 -0.6281 3.8124
O -0.4641 -0.1889 -0.6757
N 4.6400 -0.3789 -1.3025
N 2.8604 -2.0120 1.8100
C 0.6851 2.4626 -1.8769
C -3.1084 1.0334 -0.6197
C -2.4587 0.0567 2.6287
C -4.4903 1.5657 -0.1983
C -1.9783 1.8336 0.0599
C -1.9371 -2.5583 -1.7984
C -0.6260 -1.5543 2.5964
C 0.2219 -0.7489 1.5798
C -1.8012 -1.2110 3.0377
C 0.5872 2.2361 -0.3525
C 3.6010 -1.4123 -1.3157
C 2.1771 -0.8418 -1.2232
C 1.1362 -1.8638 -0.7688
C 0.2035 3.8344 -2.3016
C -0.0433 -1.2810 0.0623
B -0.5073 1.0648 0.0931
H -3.0268 -0.0176 -0.3992
H 1.5939 2.0276 -0.0057
H -0.9462 -4.6318 0.6716
H -2.2979 2.1936 1.0324
H 0.2553 3.8838 -3.3885
H 4.9040 -0.2210 -0.3389
H 1.5968 -2.7150 -0.2856
H -1.8723 2.7257 -0.5458
H 3.6215 0.2176 1.4759
H -4.3946 2.4250 0.4520
H 2.2057 0.0607 -0.6281
H 4.2738 0.4959 -1.6638
H -5.0660 0.8110 0.3274
H -3.2525 0.2624 3.3408
H 0.6858 -2.2680 -1.6708
H -2.0005 -1.5285 -2.1322
H 3.1598 -2.5352 2.6241
H -1.7945 0.8994 2.6509
H 0.8079 4.6281 -1.8657
H -1.2988 -3.1510 -2.4482
H -2.9049 -3.0394 -1.8183
H -2.9493 -0.0920 1.6739
H 0.2785 3.1700 0.1255
H 2.7427 -0.8094 4.1625
H 1.9048 -0.5402 -2.2290
H 2.4251 3.2691 -2.3151
H -0.8340 4.0120 -2.0343
H 0.1259 1.6964 -2.4025
H 3.6594 -2.0188 -2.2159
H -5.0646 1.9030 -1.0494
H 3.7416 -2.0682 -0.4663
```

These are the natural (NBO) partial charges, in e, on atoms 1 to 6: I 0.1324; I 0.1019; Br -0.0700; P 2.2367; P 1.0091; O -0.9898

---

4.
Below is a molecular structure, C15H31BF4P2Zn in a non-equilibrium geometry, with properties calculated with wB97M-V/def2-TZVPD.

Output
LUMO energy (eV): -0.198
Total energy (a.u.): -3476.625565
Frontier orbital gap (Eh): 0.2935
Spin multiplicity: 1

```
54
C15H31BF4P2Zn, DFT wB97M-V/def2-TZVPD
Zn 0.8250 0.2502 4.8061
P 0.0629 -1.2895 -2.5958
P 0.1731 1.6980 -2.4911
F -0.7990 0.0440 6.9792
F -0.5458 2.1900 7.8678
F 1.2715 1.0469 6.8313
F -0.4513 1.8636 5.5213
C 1.5457 0.4439 1.4529
C -0.9770 -1.9093 0.9637
C -2.0312 -0.8520 0.8458
C -0.2269 -0.4495 -4.2455
C 0.3536 -1.7680 0.8902
C 1.1912 3.1736 -2.8930
C -0.8437 1.0458 2.1307
C 1.6739 -2.0150 -3.1099
C 0.6331 -1.6827 4.6254
C 0.3361 0.9597 -4.2188
C 0.4807 0.9596 2.3685
C -1.5603 0.6214 0.8870
C -0.9808 -2.7462 -2.9737
C -1.4698 2.4496 -2.8718
C 1.1290 -0.6038 0.3767
B -0.1978 1.3100 6.8926
H 0.9128 1.5094 3.2539
H -0.8804 -3.4720 -2.1623
H 1.4327 -2.1229 5.2378
H 0.6742 -2.0855 3.6072
H 1.1349 3.8740 -2.0560
H 2.3324 -0.0056 2.0812
H -1.3837 -2.9007 1.1875
H 1.3986 0.9687 -4.4835
H -0.3489 -1.9283 5.0593
H -0.9496 0.8685 0.0118
H -0.1856 1.6172 -4.9261
H -1.4823 1.4444 2.9443
H -2.7784 -1.0235 1.6402
H 1.0077 -2.5847 1.2210
H 2.0684 -0.9963 -0.0525
H 1.9599 -2.7985 -2.4007
H -1.7036 3.2019 -2.1118
H -2.2530 1.6834 -2.8807
H 0.8113 3.6475 -3.8115
H 2.0050 1.3199 0.9516
H 2.2361 2.8661 -3.0406
H -2.4722 1.2351 0.8109
H -1.4153 2.9325 -3.8577
H -1.3065 -0.4478 -4.4290
H 0.2414 -1.0638 -5.0251
H 1.5432 -2.4545 -4.1086
H 2.4549 -1.2472 -3.1443
H -0.6460 -3.1860 -3.9257
H 0.6091 -0.1325 -0.4722
H -2.0320 -2.4364 -3.0604
H -2.5774 -1.0226 -0.0977
```

These are the natural (NBO) partial charges, in e, on atoms 1 to 6: Zn 1.4793; P 0.8220; P 0.7920; F -0.5480; F -0.5194; F -0.5929